This record from the Open Molecules 2025 dataset describes C33H36IrN2P2S2 as an isolated structure in a non-equilibrium geometry. The level of theory is ωB97M-V/def2-TZVPD.

Net charge: +4
2S+1: 6
Energy relative to the best compared isomer or geometry (same formula, charge and spin) (kJ/mol): 44.0
HOMO (spin up / spin down) (Ha): -0.605 / -0.695
E_LUMO (spin up / spin down) (eV): -11.64 / -13.95

Last column: Mulliken spin population.
Cartesian coordinates (Å):
Ir  -0.434  0.823  0.057  2.131
S  -4.650  -2.857  -1.987  -0.015
S  4.634  1.744  3.228  -0.016
P  -1.769  1.941  -1.801  0.197
P  1.449  1.142  -1.702  0.181
N  1.412  -0.407  1.077  0.071
N  -0.827  -1.495  -0.158  0.078
C  0.692  2.084  -3.100  0.009
C  1.068  -4.558  0.737  0.011
C  -0.462  1.810  2.540  0.166
C  -3.559  -5.223  -1.917  -0.005
C  -1.995  3.751  -1.751  0.002
C  2.166  -4.026  1.324  0.012
C  -2.254  5.063  1.859  0.005
C  -4.800  -5.361  -2.526  0.171
C  -0.766  1.695  -3.326  0.013
C  4.608  -0.022  2.905  0.349
C  -0.706  3.165  2.377  -0.009
C  -1.926  3.625  1.853  0.064
C  1.300  -1.751  0.951  0.023
C  -1.426  0.851  2.148  -0.065
C  -1.894  -2.016  -0.712  0.036
C  5.765  -0.602  3.413  -0.005
C  -2.634  1.306  1.576  0.069
C  2.447  0.112  1.683  0.018
C  0.152  -2.307  0.319  0.055
C  3.420  -2.042  2.090  0.075
C  -5.499  -4.158  -2.620  0.287
C  3.094  1.900  -1.483  0.025
C  -1.103  -4.256  -0.396  0.078
C  6.611  0.314  4.027  0.170
C  -2.105  -3.412  -0.889  0.020
C  -2.866  2.664  1.420  0.056
C  -3.432  1.339  -2.258  0.004
C  3.514  -0.652  2.236  0.046
C  2.314  -2.613  1.456  0.005
C  6.115  1.620  4.001  0.290
C  -3.276  -3.917  -1.538  0.357
C  0.034  -3.723  0.217  0.006
C  1.863  -0.489  -2.429  0.005
H  6.005  -1.648  3.342  -0.007
H  -3.804  1.904  -3.112  0.004
H  -2.269  4.088  -2.753  0.001
H  1.275  1.899  -4.007  0.003
H  -2.798  5.287  2.785  0.008
H  -2.657  -1.329  -1.050  0.003
H  -1.198  -5.329  -0.466  0.000
H  2.489  -0.357  -3.312  0.003
H  -2.804  4.012  -1.071  0.003
H  0.951  -5.627  0.655  0.001
H  -4.119  1.480  -1.425  -0.001
H  0.017  3.882  2.738  0.004
H  -1.373  5.703  1.868  0.001
H  0.404  1.494  3.106  0.013
H  -6.477  -4.025  -3.051  0.008
H  -3.405  0.285  -2.522  0.001
H  2.484  1.191  1.757  -0.028
H  0.779  3.151  -2.874  -0.001
H  -2.892  -6.055  -1.776  -0.008
H  4.189  -2.692  2.478  -0.001
H  -1.086  4.262  -1.434  0.002
H  0.964  -1.034  -2.707  -0.003
H  -1.350  -0.159  2.534  -0.015
H  -3.419  0.595  1.362  0.006
H  3.600  1.955  -2.448  0.008
H  6.596  2.487  4.420  0.008
H  -3.819  3.000  1.039  0.003
H  2.943  -4.664  1.713  0.001
H  7.553  0.061  4.482  0.005
H  3.011  2.904  -1.073  0.001
H  2.415  -1.079  -1.700  0.002
H  -2.931  5.351  1.059  -0.001
H  -1.198  2.305  -4.125  0.001
H  -5.197  -6.293  -2.893  0.005
H  3.691  1.285  -0.811  -0.003
H  -0.847  0.649  -3.632  0.001



This record from the Open Molecules 2025 dataset describes C33H37BF3NO2S as an isolated structure in a non-equilibrium geometry. The level of theory is ωB97M-V/def2-TZVPD.

Net charge: 0
Energy relative to the best compared isomer or geometry (same formula, charge and spin) (kJ/mol): 173.4
HOMO (Ha): -0.246
E_LUMO (eV): -0.24

Last column: Löwdin charge in e.
Cartesian coordinates (Å):
S  -0.576  -4.354  2.104  1.041
F  5.657  0.599  5.309  0.118
F  4.526  -0.413  6.908  0.129
F  5.594  -1.598  5.400  0.078
O  -2.507  1.073  2.499  0.097
O  -1.877  0.299  4.641  0.146
N  5.866  -2.735  1.420  -0.191
C  1.143  1.197  -0.996  -0.077
C  0.074  0.243  2.513  0.003
C  0.496  2.431  -1.145  -0.101
C  6.568  -3.182  2.613  -0.059
C  2.568  0.196  2.688  0.006
C  -0.357  2.905  -0.131  -0.072
C  -1.497  -4.126  -0.288  -0.129
C  6.686  -2.242  0.328  -0.070
C  4.826  -0.451  5.585  -0.510
C  3.732  -3.251  2.451  -0.024
C  3.832  -2.337  0.189  -0.020
C  -4.852  0.858  2.614  -0.010
C  4.503  -2.713  1.377  -0.234
C  -3.437  -1.078  1.959  -0.003
C  -1.626  -4.917  0.845  -0.602
C  -0.454  2.187  1.053  -0.045
C  1.690  -3.047  1.155  -0.281
C  -3.199  -1.728  4.734  -0.016
C  -0.448  -3.149  -0.187  -0.111
C  -4.135  0.314  5.449  -0.025
C  0.911  0.421  0.149  -0.050
C  -3.194  -0.240  4.404  -0.437
C  -2.533  -6.083  1.001  -0.111
C  3.718  0.062  3.444  -0.004
C  0.155  0.926  1.229  -0.218
C  1.306  -0.242  3.155  -0.181
C  1.294  -0.932  4.400  0.006
C  2.378  -3.442  2.323  -0.065
C  2.458  -1.093  5.140  -0.006
C  -3.541  0.135  2.883  -0.428
C  3.626  -0.495  4.705  -0.152
C  2.477  -2.573  0.068  -0.053
C  0.261  -3.162  1.037  -0.421
B  -1.520  0.863  3.448  -0.521
H  -0.168  -2.499  -1.003  0.096
H  4.365  -1.931  -0.657  0.094
H  2.632  0.811  1.796  0.118
H  6.462  -2.752  -0.622  0.087
H  4.233  -3.529  3.379  0.101
H  -0.955  2.666  1.875  0.102
H  1.825  0.811  -1.769  0.106
H  -2.003  -6.942  1.424  0.076
H  6.555  -1.156  0.163  0.092
H  4.664  0.409  3.072  0.123
H  6.301  -4.220  2.875  0.093
H  -3.380  -5.828  1.656  0.081
H  -4.882  1.836  3.117  0.098
H  -4.181  1.400  5.509  0.098
H  -3.817  -0.090  6.409  0.087
H  -4.977  1.045  1.538  0.098
H  -0.268  1.210  3.329  0.168
H  0.345  -1.264  4.815  0.118
H  -2.422  -2.324  4.237  0.084
H  6.346  -2.555  3.496  0.074
H  -4.202  -2.102  4.485  0.101
H  -5.143  -0.077  5.269  0.097
H  -5.670  0.224  2.940  0.087
H  -3.084  -1.821  5.821  0.091
H  -0.937  3.818  -0.235  0.103
H  1.962  -2.343  -0.868  0.108
H  -2.900  -6.351  0.006  0.081
H  2.497  -1.664  6.058  0.125
H  0.611  3.036  -2.045  0.094
H  -3.514  -0.760  0.903  0.108
H  -4.254  -1.773  2.165  0.091
H  1.811  -3.870  3.157  0.092
H  -2.482  -1.606  2.115  0.083
H  1.359  -0.563  0.251  0.073
H  7.647  -3.143  2.403  0.083
H  7.745  -2.430  0.570  0.082
H  -2.162  -4.290  -1.151  0.113



This record from the Open Molecules 2025 dataset describes C33H37F6N6O3Sr as an isolated structure in a non-equilibrium geometry. The level of theory is ωB97M-V/def2-TZVPD.

Net charge: +1
Energy relative to the best compared isomer or geometry (same formula, charge and spin) (kJ/mol): 454.3
HOMO (Ha): -0.340
E_LUMO (eV): -2.19

Last column: Löwdin charge in e.
Cartesian coordinates (Å):
Sr  1.163  0.586  0.422  1.570
F  4.206  -0.740  1.872  0.137
F  6.655  1.001  0.393  0.164
F  5.261  -0.303  -0.611  0.146
F  5.462  1.737  -1.255  0.163
F  5.448  0.741  2.823  0.186
F  3.293  0.937  2.852  0.114
O  -1.124  -0.564  -3.966  -0.062
O  3.097  1.196  0.215  -0.454
O  0.232  4.679  0.610  0.034
N  -0.131  1.632  -1.249  -0.046
N  1.203  -1.277  -1.230  -0.114
N  0.203  2.559  1.330  0.009
N  -1.200  -1.257  -1.806  -0.046
N  1.136  -1.679  1.687  -0.128
N  -1.078  -0.333  0.550  -0.163
C  4.320  1.418  0.785  -0.480
C  -2.638  3.316  2.009  -0.028
C  -1.983  -6.354  -2.016  -0.063
C  1.615  -2.729  0.754  -0.174
C  -2.884  -4.210  -1.409  -0.038
C  -0.200  -1.895  2.294  -0.168
C  -1.168  -0.740  1.971  -0.172
C  4.568  2.880  1.145  0.026
C  -0.422  2.105  -3.595  0.011
C  -1.325  -4.377  -3.226  -0.043
C  -1.243  -5.748  -3.028  -0.053
C  -1.154  -0.036  -2.680  -0.221
C  -2.807  -5.584  -1.206  -0.060
C  -2.162  -1.525  -4.017  -0.094
C  -1.596  3.067  2.900  -0.202
C  0.235  2.943  -1.095  -0.227
C  -2.260  -2.098  -2.592  -0.141
C  -0.532  1.198  -2.470  -0.209
C  0.037  3.363  -3.408  -0.037
C  -3.180  2.121  4.462  -0.073
C  -1.875  2.469  4.122  -0.044
C  -1.811  -1.118  -0.395  -0.092
C  2.199  -2.142  -0.532  -0.169
C  0.300  3.370  0.340  -0.330
C  -3.940  2.971  2.342  -0.067
C  0.352  3.834  -2.104  -0.002
C  5.442  0.953  -0.173  -0.570
C  -4.214  2.368  3.570  -0.079
C  0.138  4.793  2.059  -0.040
C  -0.165  3.363  2.528  -0.226
C  0.136  -2.005  -1.861  -0.102
C  -2.140  -3.592  -2.412  -0.202
C  4.361  0.584  2.087  -0.556
H  -4.745  3.177  1.646  0.108
H  -2.185  -1.020  2.262  0.128
H  -2.440  3.787  1.047  0.126
H  -0.620  -2.837  1.934  0.111
H  -0.001  -2.971  -1.387  0.126
H  -1.067  2.282  4.824  0.117
H  5.544  3.041  1.604  0.101
H  0.302  -2.162  -2.921  0.145
H  1.691  -0.707  -1.921  0.135
H  1.831  -1.564  2.416  0.108
H  -0.727  1.760  -4.575  0.118
H  3.792  3.207  1.836  0.090
H  3.065  -1.515  -0.291  0.099
H  0.466  3.096  3.373  0.142
H  1.094  5.163  2.421  0.132
H  0.650  4.856  -1.914  0.122
H  -2.806  -0.725  -0.585  0.146
H  -0.894  0.136  2.565  0.105
H  -1.926  -7.428  -1.871  0.113
H  -1.343  0.649  0.452  0.090
H  -0.647  5.506  2.291  0.136
H  4.498  3.472  0.235  0.100
H  2.370  -3.364  1.217  0.132
H  0.119  4.035  -4.254  0.116
H  2.547  -2.956  -1.171  0.132
H  -1.894  -2.142  -0.034  0.127
H  -5.232  2.104  3.832  0.107
H  -3.554  -3.616  -0.793  0.117
H  0.775  -3.380  0.509  0.105
H  -0.607  -6.347  -3.672  0.114
H  -3.386  1.664  5.423  0.108
H  -3.200  -1.784  -2.158  0.137
H  -0.133  -1.986  3.377  0.126
H  -0.746  -3.926  -4.026  0.118
H  -1.908  -2.275  -4.758  0.124
H  -3.110  -1.060  -4.286  0.139
H  -3.403  -6.051  -0.429  0.112